*P*
A structure of composition C3H2N2O3. Source: OMol25; level of theory: ωB97M-V/def2-TZVPD.

Computed properties:
LUMO level = -0.66 eV
Orbital gap = 9.1859 eV
E_HOMO = -9.84 eV

Structure (ORCA input):
```
! RIJCOSX wB97M-V def2-TZVPD def2/J DEFGRID3
* xyz 0 1
C -0.6462 -0.5514 0.1080
C 1.6932 0.2876 -0.0810
C -0.4417 0.8887 0.1498
H -2.8113 -0.4763 0.3655
H 2.7093 0.4746 -0.2900
N 0.2459 -1.4570 0.1114
N 1.5278 -1.0411 -0.1656
O -1.8635 -1.0932 -0.1351
O 0.8535 1.2998 0.1422
O -1.2671 1.6682 -0.2052
*
```

So, what does the Mulliken scheme give us? The charges, in e, come out as:
1. C 0.6327
2. C 0.0201
3. C 0.5563
4. H 0.4107
5. H 0.4308
6. N -0.2563
7. N -0.4419
8. O -0.5463
9. O -0.3196
10. O -0.4865

---

*Q*
An isolated molecule of C3H2N2O3. Source: OMol25; level of theory: ωB97M-V/def2-TZVPD.

Computed properties:
LUMO level = -2.22 eV
Orbital gap = 8.0299 eV
E_HOMO = -10.25 eV

Structure (ORCA input):
```
! RIJCOSX wB97M-V def2-TZVPD def2/J DEFGRID3
* xyz 0 1
C -0.1574 -0.7158 0.3931
C 1.0868 -1.2787 0.0848
C 0.2579 0.8192 0.0228
H -1.8043 0.6508 0.2947
H 1.3541 -2.4162 0.1886
N -1.4639 -1.1743 -0.1258
N 2.1367 -0.4501 -0.2790
O -2.4088 -0.1024 -0.1327
O 1.5755 0.9209 0.0362
O -0.5896 1.7050 0.0148
*
```

So, what does the Mulliken scheme give us? The charges, in e, come out as:
1. C 0.2273
2. C -0.2081
3. C 0.6172
4. H 0.4482
5. H 0.3294
6. N -0.1109
7. N -0.2589
8. O -0.2686
9. O -0.2022
10. O -0.5734

---

The structure with the least stability is *Q*.

---

*P*
An isolated molecule of C3H2N2O3. Source: OMol25; level of theory: ωB97M-V/def2-TZVPD.

Computed properties:
LUMO level = -1.38 eV
Orbital gap = 9.1786 eV
E_HOMO = -10.56 eV

Structure (ORCA input):
```
! RIJCOSX wB97M-V def2-TZVPD def2/J DEFGRID3
* xyz 0 1
C 0.2324 0.1016 -0.0719
C -1.4609 -1.1870 -0.0212
C -1.0348 0.9276 0.1641
H 3.3387 0.7800 -0.1869
H -1.6692 -2.1497 0.0084
N 1.4022 0.7704 0.1633
N -2.0462 -0.0499 0.3390
O 2.6197 -0.0087 0.0983
O -0.1339 -1.3421 -0.2499
O -1.2480 2.1578 -0.2433
*
```

So, what does the Mulliken scheme give us? The charges, in e, come out as:
1. C 0.4844
2. C 0.0506
3. C 0.4712
4. H 0.3951
5. H 0.4673
6. N -0.2270
7. N -0.4429
8. O -0.3891
9. O -0.3144
10. O -0.4953

---

*Q*
An isolated molecule of C3H2N2O3. Source: OMol25; level of theory: ωB97M-V/def2-TZVPD.

Computed properties:
LUMO level = -0.85 eV
Orbital gap = 9.2575 eV
E_HOMO = -10.11 eV

Structure (ORCA input):
```
! RIJCOSX wB97M-V def2-TZVPD def2/J DEFGRID3
* xyz 0 1
C -1.1676 0.3970 0.2820
C 0.0167 -0.2030 0.0783
C 1.4527 0.5818 0.0365
H -2.9241 0.3640 -0.5034
H -1.1759 1.4003 0.6141
N 0.3337 -1.6412 0.1352
N 1.5235 -1.7758 -0.0156
O -2.2616 -0.2469 -0.3092
O 2.3715 -0.5693 -0.2199
O 1.8312 1.6931 -0.0980
*
```

So, what does the Mulliken scheme give us? The charges, in e, come out as:
1. C -0.1105
2. C 0.1938
3. C 0.5225
4. H 0.3287
5. H 0.3786
6. N -0.1739
7. N -0.0461
8. O -0.4415
9. O -0.1924
10. O -0.4590

---

The structure with the least stability is *P*.

---

*P*
A cluster of 5 separate species, H11NO4 in total. Source: OMol25; level of theory: ωB97M-V/def2-TZVPD.

Computed properties:
LUMO level = 0.40 eV
Orbital gap = 10.7754 eV
E_HOMO = -10.38 eV

Structure (ORCA input):
```
! RIJCOSX wB97M-V def2-TZVPD def2/J DEFGRID3
* xyz 0 1
N 1.2800 1.1134 -3.7284
H 2.1792 1.5449 -3.7986
H 0.6857 0.8570 -4.4933
H 0.6962 1.5276 -3.0292
H -1.2221 -0.5855 1.9697
H 0.1328 -0.3945 1.5389
O -0.6343 0.1586 1.7611
H -0.2269 -2.6761 0.9261
H -0.0741 -4.0639 1.3638
O -0.5405 -3.2644 1.6284
H 0.9809 -0.5207 -2.2114
H -0.0981 -0.7747 -1.1703
O 0.8511 -0.8585 -1.3099
H -1.4009 2.1264 1.8453
H -0.0671 2.7171 1.9296
O -0.9819 3.0001 1.8344
*
```

So, what does the Mulliken scheme give us? The charges, in e, come out as:
1. N -0.6672
2. H 0.1857
3. H 0.2125
4. H 0.2674
5. H 0.3325
6. H 0.2948
7. O -0.6495
8. H 0.3049
9. H 0.3023
10. O -0.6181
11. H 0.3603
12. H 0.3283
13. O -0.6759
14. H 0.3560
15. H 0.2983
16. O -0.6325

---

*Q*
A cluster of 5 separate species, H11NO4 in total. Source: OMol25; level of theory: ωB97M-V/def2-TZVPD.

Computed properties:
LUMO level = 0.64 eV
Orbital gap = 11.3629 eV
E_HOMO = -10.73 eV

Structure (ORCA input):
```
! RIJCOSX wB97M-V def2-TZVPD def2/J DEFGRID3
* xyz 0 1
N -1.4371 0.3528 -1.7450
H -2.1465 0.6043 -1.0557
H -1.0752 -0.5399 -1.4472
H -1.9820 0.2563 -2.5901
H -0.5221 0.3158 1.7132
H -1.4476 -0.8575 1.9791
O -1.3669 -0.0685 1.4717
H 1.7612 1.2725 2.4253
H 1.9070 0.8968 0.9718
O 1.4879 0.5894 1.7935
H 1.5636 2.1345 -1.8663
H 0.3101 1.2961 -1.4890
O 1.1844 1.6294 -1.1527
H 0.0759 -2.5547 0.9194
H 0.7536 -2.6702 -0.4331
O 0.9337 -2.6572 0.5052
*
```

So, what does the Mulliken scheme give us? The charges, in e, come out as:
1. N -0.7648
2. H 0.2251
3. H 0.1982
4. H 0.2256
5. H 0.3719
6. H 0.2697
7. O -0.6067
8. H 0.2938
9. H 0.3210
10. O -0.6452
11. H 0.3268
12. H 0.4433
13. O -0.6535
14. H 0.2978
15. H 0.3007
16. O -0.6036

---

The structure with the least stability is *P*.

---

*P*
A cluster of 2 separate species, C3H10S3 in total. Source: OMol25; level of theory: ωB97M-V/def2-TZVPD.

Computed properties:
LUMO level = 0.38 eV
Orbital gap = 9.2683 eV
E_HOMO = -8.89 eV

Structure (ORCA input):
```
! RIJCOSX wB97M-V def2-TZVPD def2/J DEFGRID3
* xyz 0 1
C -1.5099 -0.6173 1.3619
S -3.2208 -0.1592 0.4690
S -2.4359 -0.4726 -1.4728
H -1.1136 0.4144 1.5056
H -1.7441 -1.1338 2.2976
H -0.9028 -1.2916 0.7475
H -1.4706 0.4586 -1.3897
C 1.3248 1.2648 0.2949
C 1.5005 -0.2215 -0.3940
S 1.7560 -0.1519 -2.1710
H 1.7342 1.9695 -0.3972
H 0.2150 1.4917 0.2601
H 1.8023 1.4498 1.3193
H 0.5081 -0.7471 -0.2217
H 2.2222 -0.8453 0.1929
H 1.3347 -1.4086 -2.4024
*
```

So, what does the Mulliken scheme give us? The charges, in e, come out as:
1. C -0.6662
2. S -0.0610
3. S -0.1850
4. H 0.1900
5. H 0.3730
6. H 0.1871
7. H 0.1656
8. C -0.8649
9. C 0.1782
10. S -0.2359
11. H 0.3444
12. H 0.1683
13. H 0.2491
14. H -0.3983
15. H 0.4286
16. H 0.1271

---

*Q*
A cluster of 2 separate species, C3H10S3 in total. Source: OMol25; level of theory: ωB97M-V/def2-TZVPD.

Computed properties:
LUMO level = 0.47 eV
Orbital gap = 9.3789 eV
E_HOMO = -8.90 eV

Structure (ORCA input):
```
! RIJCOSX wB97M-V def2-TZVPD def2/J DEFGRID3
* xyz 0 1
C -1.9345 -1.3241 2.2575
S -1.8286 -0.5064 0.6424
S -1.5559 1.4601 1.2198
H -2.0479 -2.3847 2.0256
H -1.0482 -1.1090 2.8504
H -2.8269 -0.9813 2.7892
H -2.8424 1.6667 1.5369
C 1.5788 0.7033 -0.4883
C 1.5308 -0.1893 -1.7326
S 2.3695 0.5258 -3.1698
H 0.9178 1.5547 -0.5960
H 1.3413 0.1296 0.4025
H 2.5790 1.1137 -0.3626
H 0.4873 -0.3997 -1.9798
H 1.9937 -1.1505 -1.5325
H 1.2861 0.8911 -3.8629
*
```

So, what does the Mulliken scheme give us? The charges, in e, come out as:
1. C -0.7769
2. S -0.0409
3. S -0.2208
4. H 0.2841
5. H 0.2791
6. H 0.3076
7. H 0.1596
8. C -0.8232
9. C -0.4062
10. S -0.2259
11. H 0.1984
12. H 0.2080
13. H 0.4006
14. H 0.2510
15. H 0.2894
16. H 0.1159

---

The structure with the least stability is *P*.

---

*P*
A cluster of 2 separate species, CH5BrP2 in total. Source: OMol25; level of theory: ωB97M-V/def2-TZVPD.

Computed properties:
LUMO level = -0.62 eV
Orbital gap = 7.5735 eV
E_HOMO = -8.19 eV

Structure (ORCA input):
```
! RIJCOSX wB97M-V def2-TZVPD def2/J DEFGRID3
* xyz 0 1
C -1.4187 -0.0463 -1.0776
P 1.0911 0.5683 1.0860
P 0.8423 -1.0581 -0.1674
Br -2.3434 0.4921 0.4777
H -0.8432 0.6133 -1.6292
H -2.0131 -0.8040 -1.6166
H 0.5967 0.2521 2.3705
H 2.5580 0.2132 1.5209
H 1.5303 -0.2306 -0.9643
*
```

So, what does the Mulliken scheme give us? The charges, in e, come out as:
1. C -0.8154
2. P -0.1789
3. P 0.0694
4. Br -0.0766
5. H 0.4663
6. H 0.3170
7. H 0.0633
8. H 0.0976
9. H 0.0572

---

*Q*
A structure of composition CH5BrP2. Source: OMol25; level of theory: ωB97M-V/def2-TZVPD.

Computed properties:
LUMO level (alpha / beta) = -0.65 / -0.77 eV
Orbital gap (alpha / beta) = 8.4000 / 6.6038 eV
E_HOMO (alpha / beta) = -9.05 / -7.37 eV

Structure (ORCA input):
```
! RIJCOSX wB97M-V def2-TZVPD def2/J DEFGRID3
* xyz 0 1
C -2.5313 0.6818 -0.5804
P 2.0256 -0.8799 -0.4744
P 1.4858 1.0949 0.1675
Br -0.8617 -0.1271 -0.1247
H -3.3938 0.3019 0.0354
H -2.5145 0.8710 -1.6529
H 3.1288 -1.0299 0.4677
H 1.1489 -1.5807 0.6329
H 1.5123 0.6679 1.5290
*
```

So, what does the Mulliken scheme give us? The charges, in e, come out as:
1. C -0.6487
2. P -0.1418
3. P -0.1110
4. Br 0.1408
5. H 0.2770
6. H 0.2970
7. H 0.0851
8. H 0.0304
9. H 0.0712

---

The structure with the least stability is *Q*.

---

*P*
A structure of composition C3H5Cl. Source: OMol25; level of theory: ωB97M-V/def2-TZVPD.

Computed properties:
LUMO level = 1.15 eV
Orbital gap = 10.2630 eV
E_HOMO = -9.12 eV

Structure (ORCA input):
```
! RIJCOSX wB97M-V def2-TZVPD def2/J DEFGRID3
* xyz 0 1
C -0.2472 0.2948 0.2317
C -1.3673 -0.1844 -0.3696
C 1.2566 0.0639 0.1114
Cl -2.9401 -0.1116 0.1213
H -0.4571 0.9705 1.0500
H -1.1465 -0.9698 -1.4755
H 1.6964 0.7876 0.7877
H 1.5009 -1.0643 0.4168
H 1.7042 0.2133 -0.8738
*
```

So, what does the Mulliken scheme give us? The charges, in e, come out as:
1. C -0.0817
2. C -0.1804
3. C -0.8721
4. Cl -0.1389
5. H 0.2595
6. H 0.2036
7. H 0.3004
8. H 0.2135
9. H 0.2961

---

*Q*
A cluster of 2 separate species, C3H5Cl in total. Source: OMol25; level of theory: ωB97M-V/def2-TZVPD.

Computed properties:
LUMO level = -0.06 eV
Orbital gap = 9.3972 eV
E_HOMO = -9.46 eV

Structure (ORCA input):
```
! RIJCOSX wB97M-V def2-TZVPD def2/J DEFGRID3
* xyz 0 1
C 0.1155 0.2232 0.0956
C -0.8307 1.1427 -0.0706
C 0.3701 -1.1571 -0.2579
Cl -0.7894 2.7101 0.6324
H 1.5737 0.6919 1.2190
H -1.7044 1.1292 -0.7672
H 0.7247 -1.6094 0.7808
H -0.5525 -1.6424 -0.6551
H 1.0931 -1.4882 -0.9770
*
```

So, what does the Mulliken scheme give us? The charges, in e, come out as:
1. C -0.0247
2. C -0.2037
3. C -0.8649
4. Cl -0.1647
5. H 0.1199
6. H 0.3185
7. H 0.2347
8. H 0.2893
9. H 0.2956

---

*R*
A structure of composition C3H5Cl. Source: OMol25; level of theory: ωB97M-V/def2-TZVPD.

Computed properties:
LUMO level = 1.06 eV
Orbital gap = 11.1689 eV
E_HOMO = -10.11 eV

Structure (ORCA input):
```
! RIJCOSX wB97M-V def2-TZVPD def2/J DEFGRID3
* xyz 0 1
C -0.0156 0.7939 0.2297
C -0.0612 -0.6850 0.3755
C 0.9951 -0.0566 -0.4351
Cl 2.6798 -0.0881 0.0614
H -0.8214 1.1422 -0.4599
H 0.2629 1.5607 0.9638
H 0.3792 -1.2079 1.3447
H -0.8500 -1.1723 -0.1993
H 0.7270 0.0191 -1.7667
*
```

So, what does the Mulliken scheme give us? The charges, in e, come out as:
1. C -0.5226
2. C -0.4652
3. C 0.0716
4. Cl -0.1920
5. H 0.1798
6. H 0.2597
7. H 0.2303
8. H 0.2137
9. H 0.2248

---

*S*
A structure of composition C3H5Cl. Source: OMol25; level of theory: ωB97M-V/def2-TZVPD.

Computed properties:
LUMO level = 0.46 eV
Orbital gap = 9.8762 eV
E_HOMO = -9.42 eV

Structure (ORCA input):
```
! RIJCOSX wB97M-V def2-TZVPD def2/J DEFGRID3
* xyz 0 1
C 0.2005 -0.9545 0.0428
C -0.5068 0.1909 -0.2952
C -0.3797 1.3151 0.5245
H -0.1866 -1.8159 0.9427
H 1.2151 -0.5962 0.3725
H -0.7865 0.2966 -1.4964
H 0.1834 0.9536 1.7652
H -0.3765 2.3320 -0.3685
Cl 0.6371 -1.7215 -1.4876
*
```

So, what does the Mulliken scheme give us? The charges, in e, come out as:
1. C -0.2949
2. C -0.1717
3. C -0.5368
4. H 0.2785
5. H 0.2728
6. H 0.2119
7. H 0.2379
8. H 0.2162
9. Cl -0.2139

---

The structure with the least stability is *S*.